Entry 1:
The following is a quantum chemistry calculation of a 5-piece molecular cluster, H10O5 overall, from the Open Molecules 2025 dataset.

Geometry as XYZ:
```
15
Properties=species:S:1:pos:R:3:forces:R:3:lowdin_charge:R:1
O -0.86575 1.90284 0.94702 0.0 0.0 -0.1 -0.066
O 1.80461 -0.93824 -1.41387 -0.1 -0.2 0.0 -0.069
O -0.57608 -1.96036 -0.51574 -0.2 0.0 0.1 -0.074
O -1.87372 -0.57379 1.45547 0.2 -0.1 0.0 -0.073
O 1.34420 1.65556 -0.63617 0.1 0.0 0.1 -0.068
H -1.59204 -0.81839 2.34242 -0.1 0.1 0.0 0.058
H -1.27704 -2.16526 -1.14256 0.0 0.0 0.1 0.057
H 0.94763 -1.39404 -1.25633 0.1 0.2 0.2 0.013
H 2.20057 2.00379 -0.36242 -0.2 -0.1 -0.1 0.059
H -0.03749 1.83789 0.41997 0.0 0.0 0.0 0.009
H -1.03557 -1.54338 0.25684 0.1 0.0 -0.3 0.014
H 1.50374 0.72192 -0.90807 0.1 0.1 0.0 0.012
H -1.47918 0.31534 1.28474 -0.1 0.0 0.1 0.008
H -1.48492 2.36050 0.36873 0.0 0.0 0.1 0.062
H 2.42103 -1.40437 -0.84003 0.0 0.0 -0.1 0.058
```
Positions in Å, forces in eV/Å.

Values from the calculation:
* strongest force on any atom: 0.3 eV/A
* energy relative to the best compared isomer or geometry (same formula, charge and spin): 0.0 kJ/mol
* HOMO energy: -0.4206 Eh
* gap between HOMO and LUMO: 12.23 eV
* E: -10400.84952 eV
* structure (SMILES): O.O.O.O.O

***

Entry 2:
The following is a quantum chemistry calculation of H10O5Pd as an isolated structure, from the Open Molecules 2025 dataset.

Geometry as XYZ:
```
16
Properties=species:S:1:pos:R:3:forces:R:3:lowdin_charge:R:1
Pd -0.18925 0.62844 0.07313 1.6 -3.0 -0.4 1.273
O 0.58475 -2.15856 0.17113 -1.2 2.8 1.1 0.011
O 1.28775 0.48044 0.94313 11.5 -1.4 6.6 -0.133
O -0.73425 2.21744 -0.01987 -4.7 13.4 -1.3 -0.103
O 0.21275 0.27844 -1.59387 4.5 -1.7 -11.1 -0.133
O -1.34225 -0.43856 0.75613 -12.1 -6.9 6.1 -0.169
H -0.47425 0.00044 -2.22087 0.4 -0.2 -0.4 0.147
H 1.09975 0.30944 -2.04387 -1.2 -0.1 -0.2 0.165
H -1.63525 2.43644 0.17913 -1.3 0.8 0.8 0.128
H 1.43175 -0.08556 1.73613 -0.7 0.2 -0.1 0.159
H 1.23875 -2.38956 -0.42987 1.9 -0.9 -1.7 0.046
H -0.99825 -1.22656 1.18013 -0.5 -0.8 0.3 0.094
H 2.20475 0.53344 0.66413 0.8 0.5 -0.5 0.135
H -2.31325 -0.28356 0.95313 1.2 -1.1 0.3 0.172
H -0.62625 2.63544 -0.88887 0.4 0.6 -0.2 0.149
H 0.25275 -2.93756 0.54113 -0.6 -2.3 0.8 0.058
```
Positions in Å, forces in eV/Å.

Values from the calculation:
* charge: +2
* strongest force on any atom: 15.2 eV/A
* energy relative to the best compared isomer or geometry (same formula, charge and spin): 0.0 kJ/mol
* HOMO energy (spin up / spin down): -0.6472 / -0.6496 Eh
* gap between HOMO and LUMO (spin up / spin down): 9.74 / 8.26 eV
* E: -13851.37826 eV
* multiplicity: 3

***

Entry 3:
The following is a quantum chemistry calculation of a 5-piece molecular cluster, H11NO4 overall, from the Open Molecules 2025 dataset.

Geometry as XYZ:
```
16
Properties=species:S:1:pos:R:3:forces:R:3:lowdin_charge:R:1
O -2.33567 -0.52442 -0.67788 0.3 0.3 -0.1 -0.370
O 2.35200 3.43667 0.73245 0.0 0.2 -0.2 -0.084
O 0.53309 0.82527 -1.25670 0.2 0.3 -0.3 -0.174
O 4.48285 1.80921 -1.64891 -0.1 -0.1 -0.3 -0.071
N -3.70982 -4.43364 2.05335 1.0 0.1 -0.1 -0.118
H 5.42534 1.72961 -1.48701 0.0 0.2 0.1 0.022
H -2.95000 -0.82089 0.02723 0.0 -0.1 -0.1 -0.067
H 1.53266 3.32437 0.23051 0.1 -0.2 0.0 0.029
H -3.31084 -3.56483 2.42269 -0.4 0.1 0.1 -0.045
H 2.55437 4.37263 0.62474 0.0 0.0 0.1 0.025
H -3.63940 -4.25113 1.05088 -0.4 0.1 -0.1 -0.056
H -0.39175 0.55448 -1.16897 -0.1 -0.2 0.3 -0.019
H 4.17655 2.61017 -1.21348 0.0 -0.1 0.2 0.011
H -2.89997 -5.04774 2.17385 -0.2 -0.3 0.2 -0.027
H -2.71120 -0.89755 -1.49529 -0.1 -0.1 0.1 -0.060
H 0.89178 0.87779 -0.36746 -0.2 -0.2 0.1 0.004
```
Positions in Å, forces in eV/Å.

Values from the calculation:
* charge: -1
* strongest force on any atom: 1.0 eV/A
* energy relative to the best compared isomer or geometry (same formula, charge and spin): 47.1 kJ/mol
* HOMO energy (spin up / spin down): 0.0296 / -0.2609 Eh
* gap between HOMO and LUMO (spin up / spin down): 1.84 / 9.68 eV
* E: -9857.70166 eV
* multiplicity: 2

***

Entry 4:
The following is a quantum chemistry calculation of a 6-piece molecular cluster, H11O5S overall, from the Open Molecules 2025 dataset.

Geometry as XYZ:
```
17
Properties=species:S:1:pos:R:3:forces:R:3:lowdin_charge:R:1
S 0.75395 1.34439 -0.75650 1.2 0.7 -0.1 0.073
O 0.51712 0.87913 2.40014 2.3 3.7 -0.7 -0.212
O 2.07340 -2.38760 0.86026 -0.3 1.0 0.5 -0.093
O -1.77172 -0.53879 1.66675 2.0 4.8 1.7 -0.213
O 0.00965 -1.20272 -2.50656 -0.8 1.3 2.7 -0.225
O -2.40535 0.49541 -1.05796 0.5 0.0 0.0 -0.127
H 1.71026 -1.53515 1.20379 0.3 -0.9 -0.5 0.030
H 0.60934 1.80788 1.88490 -1.0 -3.1 0.9 0.055
H 1.49360 0.81219 2.56478 -1.3 -0.6 0.0 0.049
H -1.45300 0.57091 -0.82228 -0.6 0.1 -0.3 -0.102
H -1.05283 0.05375 2.30190 -2.5 -2.9 -2.5 0.089
H -0.48742 -1.35126 -1.62328 1.0 -0.1 -2.2 0.041
H -2.09119 0.29132 1.16556 0.3 -2.2 0.7 0.022
H 2.01043 1.79689 -1.11944 -1.0 -0.4 0.1 -0.343
H 0.31826 -0.25517 -2.26065 -0.1 -1.5 -0.5 -0.098
H -2.39597 0.65149 -2.01042 0.1 0.0 0.2 0.035
H 1.89052 -2.31656 -0.08191 0.0 0.1 -0.1 0.020
```
Positions in Å, forces in eV/Å.

Values from the calculation:
* charge: -1
* strongest force on any atom: 5.5 eV/A
* energy relative to the best compared isomer or geometry (same formula, charge and spin): 206.7 kJ/mol
* HOMO energy: -0.1500 Eh
* gap between HOMO and LUMO: 7.43 eV
* E: -21252.33036 eV

***

Entry 5:
The following is a quantum chemistry calculation of a 6-piece molecular cluster, H11O6 overall, from the Open Molecules 2025 dataset.

Geometry as XYZ:
```
17
Properties=species:S:1:pos:R:3:forces:R:3:lowdin_charge:R:1
O 0.48041 -0.85846 -1.23772 -0.7 0.0 0.0 -0.419
O -1.48020 0.18325 -2.56766 -0.9 0.2 -0.1 -0.216
O 0.55836 -0.69618 1.48883 -0.5 0.4 -1.5 -0.104
O -1.39445 2.98242 -0.33490 -0.4 1.8 0.7 -0.042
O -0.17090 1.39353 3.27264 -3.1 -1.4 1.7 -0.024
O 2.19387 -3.29213 0.13095 -0.5 2.0 -2.5 -0.167
H -1.33760 2.12942 -0.69785 0.7 -2.2 -0.9 -0.017
H 0.21139 -0.73993 0.53786 1.5 -0.1 0.3 0.017
H 2.74669 -2.47773 -0.13661 -1.4 -1.8 0.8 0.059
H 1.38078 -3.13504 -0.48228 1.8 -0.1 1.7 0.053
H -2.31996 3.17018 -0.49484 -0.2 0.3 0.1 0.025
H 0.46984 2.02633 3.39766 2.3 1.9 -0.2 -0.016
H -0.25969 -0.76623 1.95471 -0.8 -0.5 0.9 -0.003
H -1.28476 0.74845 -3.34092 0.6 -0.9 1.0 -0.002
H 1.03161 -1.27060 -1.90351 0.1 -0.1 -0.1 -0.089
H -0.10523 0.93656 2.45577 1.0 -0.3 -1.4 -0.025
H -0.72017 -0.33385 -2.04215 0.6 0.8 -0.7 -0.031
```
Positions in Å, forces in eV/Å.

Values from the calculation:
* charge: -1
* strongest force on any atom: 3.8 eV/A
* energy relative to the best compared isomer or geometry (same formula, charge and spin): 172.0 kJ/mol
* HOMO energy: -0.1756 Eh
* gap between HOMO and LUMO: 8.59 eV
* E: -12464.27435 eV

***

Entry 6:
The following is a quantum chemistry calculation of a 6-piece molecular cluster, H11O6 overall, from the Open Molecules 2025 dataset.

Geometry as XYZ:
```
17
Properties=species:S:1:pos:R:3:forces:R:3:lowdin_charge:R:1
O 0.15422 0.25871 -0.72887 0.6 0.0 -0.2 -0.372
O -2.61413 1.67559 2.06169 0.6 0.0 -1.4 -0.105
O 2.22447 -2.64073 1.18547 -0.4 0.1 0.0 -0.072
O -1.82894 -1.01203 0.13251 0.2 0.4 0.2 -0.154
O -0.28274 2.62899 0.35914 -0.1 0.1 -0.9 -0.127
O 2.23116 -1.18268 -1.76098 -1.8 0.8 -0.1 -0.144
H -2.26105 0.95698 1.49907 -0.4 -0.5 0.7 0.009
H 1.31481 -0.92111 -1.38307 1.2 -0.8 0.7 0.007
H -1.74905 -1.96238 0.08411 0.1 -0.2 0.0 -0.012
H -0.93504 -0.59143 -0.17953 -0.8 -0.2 -0.3 -0.041
H 2.22990 -0.37642 -2.29465 1.0 -0.2 -0.3 0.006
H 0.06063 3.20860 -0.32991 0.0 0.5 0.3 0.010
H 0.34554 0.38710 -1.66164 -0.6 0.3 -0.1 -0.045
H 1.79913 -1.80837 1.42232 0.1 0.1 0.2 0.035
H -2.27324 2.36836 1.46550 -0.1 0.4 0.6 0.006
H -0.25558 1.78089 -0.18330 0.2 -0.5 0.8 -0.016
H 1.83992 -2.77007 0.31214 0.3 -0.1 -0.2 0.015
```
Positions in Å, forces in eV/Å.

Values from the calculation:
* charge: -1
* strongest force on any atom: 2.0 eV/A
* energy relative to the best compared isomer or geometry (same formula, charge and spin): 99.6 kJ/mol
* HOMO energy: -0.2063 Eh
* gap between HOMO and LUMO: 9.36 eV
* E: -12465.02461 eV

***

Entry 7:
The following is a quantum chemistry calculation of a 6-piece molecular cluster, H11S6 overall, from the Open Molecules 2025 dataset.

Geometry as XYZ:
```
17
Properties=species:S:1:pos:R:3:forces:R:3:lowdin_charge:R:1
S 3.63066 -0.40515 2.50505 0.3 0.8 0.2 0.414
S -3.56324 0.59646 4.95617 0.3 0.3 -1.4 0.417
S -1.28949 -3.77490 -1.32205 -0.1 0.3 0.7 0.229
S -1.05765 5.90376 -4.57616 0.3 -0.2 0.1 0.431
S 2.98381 -0.97700 -1.67972 0.5 0.3 0.0 0.401
S -0.22282 -0.99079 0.43242 0.2 0.2 0.3 -0.035
H 2.81181 -1.67146 -2.81556 -0.4 -0.1 0.3 -0.245
H -0.68113 -2.65288 -0.60095 -0.4 -0.4 -0.3 -0.363
H -2.63290 0.69277 3.95263 0.0 -0.3 0.8 -0.194
H -0.44937 -1.50127 1.66250 0.1 0.0 -0.2 -0.364
H 0.01837 5.67685 -3.77684 -0.4 -0.1 -0.4 -0.211
H 2.64231 0.13053 1.74988 0.0 -0.6 0.1 -0.229
H -0.82566 4.86307 -5.40967 0.1 0.2 0.4 -0.220
H -4.40280 0.99650 3.97366 -0.3 -0.1 0.6 -0.226
H 1.88374 -1.32681 -0.97246 -0.2 -0.2 -0.3 -0.316
H 3.40609 -1.69327 2.28298 -0.4 -0.2 -0.3 -0.233
H -2.25175 -3.86642 -0.36185 0.4 0.0 -0.5 -0.256
```
Positions in Å, forces in eV/Å.

Values from the calculation:
* charge: -1
* strongest force on any atom: 1.5 eV/A
* energy relative to the best compared isomer or geometry (same formula, charge and spin): 65.2 kJ/mol
* HOMO energy: -0.1420 Eh
* gap between HOMO and LUMO: 6.45 eV
* E: -65190.80660 eV

***

Entry 8:
The following is a quantum chemistry calculation of a 7-piece molecular cluster, H12IO6 overall, from the Open Molecules 2025 dataset.

Geometry as XYZ:
```
19
Properties=species:S:1:pos:R:3:forces:R:3:lowdin_charge:R:1
I -0.47992 0.04686 -0.58177 0.1 0.0 0.0 -0.904
O 3.80774 -1.88116 1.63089 0.2 -0.1 0.3 -0.065
O 3.33664 3.32731 -0.46509 0.2 0.3 0.1 -0.067
O -0.29517 4.34226 2.72018 0.0 0.1 0.3 -0.061
O -5.52069 0.08774 1.49413 -0.4 0.0 0.1 -0.064
O -2.62297 -4.76115 0.94105 -0.3 -0.2 0.1 -0.062
O 0.60693 -1.06368 -5.40851 0.0 -0.1 -0.4 -0.067
H -2.23253 -3.92718 0.67975 0.1 0.4 -0.1 0.030
H 1.51736 -1.34999 -5.33530 0.2 -0.1 0.1 0.021
H -4.91397 0.45086 0.84896 0.3 0.1 -0.2 0.029
H 4.29226 -2.27291 0.90425 0.1 -0.1 -0.2 0.021
H -0.56835 3.78666 1.99016 0.0 -0.3 -0.2 0.029
H 0.44378 -0.57406 -4.60235 -0.2 0.1 0.4 0.022
H 2.64580 2.66479 -0.45928 -0.4 -0.3 0.1 0.018
H 3.93588 3.04312 -1.15531 0.1 -0.1 -0.1 0.021
H -1.87484 -5.33283 1.11347 0.2 -0.1 0.0 0.023
H -0.17947 5.20936 2.33160 0.1 0.2 -0.1 0.022
H 3.05920 -1.45197 1.21652 -0.4 0.2 -0.1 0.024
H -4.95769 -0.34404 2.13664 0.2 -0.1 0.1 0.028
```
Positions in Å, forces in eV/Å.

Values from the calculation:
* charge: -1
* strongest force on any atom: 0.5 eV/A
* energy relative to the best compared isomer or geometry (same formula, charge and spin): 127.4 kJ/mol
* HOMO energy: -0.1573 Eh
* gap between HOMO and LUMO: 7.22 eV
* E: -20583.27370 eV

***

Entry 9:
The following is a quantum chemistry calculation of a 7-piece molecular cluster, H12IO6 overall, from the Open Molecules 2025 dataset.

Geometry as XYZ:
```
19
Properties=species:S:1:pos:R:3:forces:R:3:lowdin_charge:R:1
I 0.58728 0.71943 -0.22263 -0.1 0.1 0.0 0.143
O -2.59241 1.48152 -2.01147 0.2 -0.2 0.0 -0.110
O 0.56822 -0.70780 -3.61966 -0.1 0.1 0.1 -0.121
O 2.52486 -1.98013 1.44360 0.0 0.2 0.0 -0.113
O 3.61085 1.71956 1.74461 0.0 0.1 -0.2 -0.117
O -1.34544 -2.20809 0.95541 0.0 0.2 -0.1 -0.125
O -2.63233 0.34737 1.57821 0.1 0.3 0.0 -0.104
H 0.08535 -0.01269 -4.07665 0.1 0.0 0.0 0.013
H -1.86258 0.99713 -1.58319 -0.1 0.3 0.0 -0.084
H 2.23735 -1.13847 1.04855 0.0 -0.3 0.0 -0.096
H 0.57003 -0.41519 -2.68944 0.1 -0.1 -0.1 -0.119
H 3.19005 2.56507 1.92944 0.0 -0.1 0.0 0.018
H -1.97508 -1.54356 1.27440 0.0 -0.1 0.0 -0.015
H -2.64261 0.72947 2.46187 0.0 -0.1 0.0 0.038
H -1.86591 0.77100 1.14653 -0.1 -0.2 0.0 -0.072
H 1.84394 -2.15535 2.10136 0.0 0.0 -0.1 0.022
H 3.07477 1.36515 1.01636 0.0 0.0 0.2 -0.091
H -2.61724 1.12676 -2.90539 0.0 0.0 0.1 0.016
H -0.75908 -1.66118 0.40808 0.1 -0.2 0.1 -0.082
```
Positions in Å, forces in eV/Å.

Values from the calculation:
* charge: -1
* strongest force on any atom: 0.3 eV/A
* energy relative to the best compared isomer or geometry (same formula, charge and spin): 19.2 kJ/mol
* HOMO energy: -0.1989 Eh
* gap between HOMO and LUMO: 8.50 eV
* E: -20584.39562 eV

***

Q: Which value of energy relative to the best compared isomer or geometry (same formula, charge and spin) does entry 1 give?
A: 0.0 kJ/mol